A cluster of 2 separate species, C30H36Cl2F9IN3O3S in total at a distorted geometry. Source: the OMol25 dataset; level of theory: ωB97M-V/def2-TZVPD.

Summary:
E_tot, eV: -110730.36626
HOMO, eV: -10.6
Orbital gap, eV: 6.6
Total charge: +1

XYZ file:
```
85
Properties=species:S:1:pos:R:3:mulliken_charge:R:1
C -3.56735 -4.83975 2.70511 -0.972
C -3.77298 -3.32353 2.28297 0.651
Cl -5.50821 -2.76841 2.07405 -0.192
C -2.76043 -2.37070 2.05321 -0.720
Cl -3.11615 -0.65194 1.52799 -0.169
C -1.23480 -2.81153 2.26920 0.300
C -0.63340 -3.76114 1.39010 1.037
C -1.35579 -4.41997 0.13488 -0.219
C -0.24083 -4.78598 -0.99346 -0.678
C -0.88573 -5.14706 -2.41273 -0.855
C -1.70941 -3.95264 -3.09619 -0.518
S -3.50056 -4.54164 -3.16746 -0.112
C -4.46622 -3.11049 -3.83129 0.320
N -5.56748 -3.44862 -4.67932 -0.194
N -6.10740 -2.24445 -5.00844 -0.351
C -5.36436 -1.19235 -4.40513 -0.034
O -4.29510 -1.72591 -3.63489 -0.148
C 0.88835 -4.14116 1.76187 0.261
O 1.33758 -5.29498 1.65537 -0.524
C 1.80231 -2.92629 2.31750 -0.781
I 3.86605 -2.92835 1.68609 0.111
C 1.19076 -1.94963 3.16866 0.785
C 2.05211 -0.72789 3.68330 0.524
F 2.48142 -0.00258 2.51120 -0.118
F 3.23027 -1.09294 4.39356 -0.233
C 1.28303 0.33276 4.59411 0.312
F 2.10204 1.51713 4.59285 -0.368
F 0.04153 0.76882 4.03357 -0.268
C 1.10820 -0.07420 6.13352 0.714
F 1.22391 -1.46020 6.38609 -0.265
F -0.20716 0.34835 6.50660 -0.294
C 2.10161 0.66291 7.15041 0.556
F 3.47414 0.46233 6.84583 -0.211
F 1.91831 0.01761 8.41028 -0.250
F 1.78967 2.01540 7.38143 -0.221
C -0.35469 -2.19655 3.47063 0.012
O -0.93853 -1.92074 4.53405 -0.537
H -4.50060 -5.19630 3.28218 0.391
H -3.49067 -5.55445 1.80320 0.242
H -2.68924 -5.00037 3.42720 0.270
H -1.98510 -3.58042 -0.34662 0.208
H -1.99618 -5.32907 0.37003 0.129
H 0.39338 -3.83497 -1.13488 0.267
H 0.41487 -5.66004 -0.67659 0.389
H -0.02188 -5.44297 -3.11443 0.317
H -1.57946 -6.04428 -2.30187 0.443
H -1.42422 -3.77000 -4.19864 0.503
H -1.63270 -2.94931 -2.56055 0.196
H -5.65283 -0.10294 -4.55734 0.343
C 0.80203 2.48864 -4.91398 -1.305
C 1.04696 3.84015 -4.26324 -0.460
C 2.26824 3.87790 -3.34164 -0.607
C 2.33925 2.97356 -2.11065 -0.761
N 1.42950 3.23625 -0.90152 0.403
C -0.05568 3.00373 -1.13821 -0.550
C -0.20663 1.49825 -1.18908 -0.517
C 0.73988 0.98878 -0.11817 -0.245
C 1.74727 2.10563 0.13131 -0.760
C 1.70874 4.55694 -0.18337 -0.746
C 1.31576 5.82050 -0.94884 -0.414
C 2.52011 6.73526 -1.16456 -1.482
H 0.65004 1.69818 -4.17770 0.227
H -0.08921 2.53368 -5.54405 0.388
H 1.64575 2.20544 -5.54872 0.349
H 0.14837 4.19207 -3.75732 0.191
H 1.21892 4.56850 -5.06432 0.537
H 2.46822 4.91371 -3.07571 -0.142
H 3.13010 3.59894 -3.96177 0.526
H 3.35606 3.05386 -1.71313 0.354
H 2.19800 1.93028 -2.40327 0.728
H -0.59304 3.41269 -0.27748 0.502
H -0.39205 3.51104 -2.03473 0.377
H 0.08634 1.10457 -2.16442 -0.100
H -1.23677 1.18094 -1.01471 0.618
H 1.23367 0.06517 -0.42866 0.303
H 0.19904 0.76472 0.80504 0.072
H 2.78655 1.79541 0.01333 0.287
H 1.61001 2.51310 1.13487 0.326
H 2.76806 4.54383 0.08648 0.545
H 1.12949 4.52742 0.74364 0.472
H 0.58819 6.37849 -0.35142 0.459
H 0.81521 5.60846 -1.89415 0.245
H 2.89053 7.11794 -0.20964 0.391
H 2.24280 7.59061 -1.78465 0.385
H 3.35018 6.21683 -1.65276 0.356
```

=====

A structure of composition C30H36Cl3N6O2STl at a distorted geometry. Source: the OMol25 dataset; level of theory: ωB97M-V/def2-TZVPD.

Summary:
E_tot, eV: -97809.17059
HOMO (alpha / beta), eV: -12.2 / -12.2
Orbital gap (alpha / beta), eV: 4.8 / 3.3
Total charge: +2

XYZ file:
```
79
Properties=species:S:1:pos:R:3:mulliken_charge:R:1
Tl 12.73507 12.99163 11.53881 0.901
Cl 18.70051 7.80669 11.82933 -0.128
C 17.30538 8.72799 12.07996 0.496
C 17.23302 10.06092 11.59355 -0.681
C 16.16694 10.85981 11.90327 0.451
Cl 16.23691 12.47903 11.37051 -0.120
C 14.97778 10.35472 12.63652 -0.210
O 13.80626 10.84974 12.66030 -0.411
C 15.24095 9.00133 13.21262 0.430
Cl 14.11480 8.39196 14.36739 -0.152
C 16.35467 8.23296 12.96572 -0.713
H 18.02174 10.37880 10.92259 0.456
H 16.50810 7.32144 13.50262 0.483
C 14.55476 17.34233 11.75614 -1.047
N 14.90546 16.66338 12.98467 0.179
C 16.19002 16.88599 13.67834 -0.609
C 16.03752 15.93184 14.88760 -0.602
N 14.98166 15.03562 14.48956 0.174
C 14.50643 13.97533 15.35173 -0.798
C 14.15485 15.66810 13.56450 0.218
N 12.94824 15.21284 13.35749 -0.366
C 11.91176 15.99912 12.71464 -1.154
C 10.49497 15.52680 13.08016 -0.674
N 10.24705 14.14310 12.70009 0.109
C 9.11659 13.64691 13.13872 -0.119
N 7.86300 14.26300 13.15837 0.229
C 7.44714 15.37069 12.30676 -1.099
C 6.87489 13.45189 13.82582 -0.696
C 7.67502 12.31957 14.42931 -0.569
N 8.95170 12.40476 13.69975 0.127
C 9.96913 11.36624 13.88030 -0.599
H 15.43843 17.67091 11.22700 0.396
H 13.95489 18.24360 11.93945 0.303
H 14.05884 16.67167 11.06138 0.298
H 16.33057 17.95094 14.00533 0.323
H 17.00530 16.59289 12.97471 0.354
H 15.80362 16.51426 15.80969 0.304
H 16.94627 15.29221 15.05083 0.386
H 14.99279 14.10358 16.32548 0.409
H 14.69153 13.03636 14.83534 0.068
H 13.43523 14.11969 15.51306 0.303
H 11.95263 16.00038 11.61592 0.242
H 12.01197 17.07776 12.97682 0.501
H 9.82187 16.24017 12.51770 0.255
H 10.28317 15.69127 14.13982 0.366
H 7.39648 16.31026 12.85637 0.309
H 6.47195 15.16560 11.91322 0.414
H 8.17534 15.44910 11.49224 0.283
H 6.07508 13.15185 13.17140 0.364
H 6.33475 14.03778 14.57467 0.359
H 7.24430 11.31684 14.28327 0.386
H 7.83502 12.47059 15.54224 0.273
H 9.41244 10.45680 14.01664 0.344
H 10.53830 11.65902 14.83722 0.273
H 11.46805 10.64090 12.83134 0.176
O 10.85821 11.38413 12.72865 -0.147
S 9.57143 9.82983 8.73109 0.039
C 9.94066 11.35998 7.99001 0.694
C 10.62272 11.47811 6.78105 -0.301
C 10.67093 12.74277 6.17102 -0.474
C 10.16294 13.89450 6.77531 -0.662
C 9.53232 13.74950 8.02818 -0.398
C 9.37380 12.48487 8.58320 -0.563
C 11.11710 9.09763 9.02016 1.116
C 12.37952 9.69620 8.80900 -0.356
C 13.51025 8.98244 9.18119 -0.717
C 13.42508 7.71603 9.69524 -0.469
C 12.18292 7.09696 9.83259 -0.658
C 11.00752 7.76063 9.49702 -0.775
H 11.18864 10.64033 6.35055 0.515
H 11.11006 12.74222 5.16933 0.384
H 10.17424 14.83907 6.27565 0.511
H 9.09844 14.61648 8.53223 0.410
H 8.84533 12.37432 9.51532 0.358
H 12.47754 10.68328 8.32311 0.498
H 14.46914 9.43502 9.06499 0.501
H 14.33238 7.17475 9.91369 0.481
H 12.10184 6.15057 10.33078 0.424
H 10.02364 7.30327 9.66175 0.397
```